(1)
Below is C33H25ClCoFNO8P as an isolated structure, with properties calculated with ωB97M-V/def2-TZVPD.

CARTESIAN COORDINATES (ANGSTROEM)
Co 0.38 2.20 -1.45
O 2.49 2.58 -2.74
C 2.23 2.36 -1.59
C 3.17 1.98 -0.49
C 4.55 1.91 -0.62
C 5.30 1.54 0.49
C 4.68 1.26 1.70
C 3.30 1.33 1.82
C 2.54 1.68 0.71
P 0.75 1.96 0.65
C 0.49 3.22 1.91
C -0.10 2.90 3.13
C -0.20 3.87 4.12
C 0.28 5.15 3.89
C 0.87 5.46 2.68
C 0.99 4.50 1.69
C -0.15 0.50 1.21
C -1.54 0.57 1.14
C -2.31 -0.53 1.47
C -1.70 -1.71 1.87
C -0.31 -1.79 1.94
C 0.47 -0.69 1.61
H 5.02 2.15 -1.56
H 6.38 1.49 0.42
H 5.28 0.99 2.56
H 2.82 1.14 2.78
H -0.49 1.91 3.30
H -0.67 3.62 5.06
H 0.18 5.90 4.66
H 1.23 6.46 2.49
H 1.43 4.75 0.74
H -2.01 1.49 0.80
H -3.39 -0.46 1.42
H -2.30 -2.57 2.14
H 0.17 -2.71 2.24
H 1.55 -0.76 1.64
O -2.04 4.85 -2.04
Cl -1.16 4.77 -0.94
O -0.74 6.06 -0.49
O 0.14 4.09 -1.40
O -1.69 3.99 0.14
C -4.21 -3.49 -1.90
C -2.77 -3.92 -2.09
C -2.38 -5.01 -1.11
C -0.97 -5.49 -1.38
C -0.01 -4.32 -1.36
C 1.31 -4.51 -1.05
C 2.18 -3.42 -1.02
F 3.47 -3.65 -0.72
C 1.76 -2.15 -1.27
C 0.41 -1.94 -1.57
C -0.07 -0.58 -1.76
O 0.78 0.36 -1.62
C -1.42 -0.41 -2.07
C -2.22 -1.53 -2.15
N -1.82 -2.78 -1.93
C -0.48 -3.02 -1.63
C -2.11 0.92 -2.31
O -3.29 0.89 -2.64
O -1.41 1.97 -2.11
H -4.83 -4.39 -1.89
H -4.58 -2.86 -2.70
H -4.35 -2.97 -0.95
H -2.63 -4.30 -3.11
H -3.09 -5.84 -1.21
H -2.47 -4.63 -0.09
H -0.93 -5.97 -2.36
H -0.65 -6.23 -0.65
H 1.70 -5.50 -0.83
H 2.44 -1.31 -1.22
H -3.25 -1.35 -2.41

Its frontier orbital gap is 8.14 eV. The value obtained for the energy relative to the best compared isomer or geometry (same formula, charge and spin) is 17.44 kJ/mol. As for the total charge: 0. Its HOMO energy is -0.3229 Ha. For the total energy, the calculation gives -4213.20752 Ha.

=====

(2)
Below is C33H25ClF3I2N4OPPt as an isolated structure, with properties calculated with ωB97M-V/def2-TZVPD.

CARTESIAN COORDINATES (ANGSTROEM)
Pt -0.04 0.22 0.02
I 0.63 4.58 2.66
C 1.53 2.72 2.90
C 2.43 2.51 3.96
C 3.06 1.31 4.14
I 4.41 1.11 5.71
C 2.80 0.24 3.25
C 3.41 -1.03 3.31
C 3.08 -1.99 2.38
C 2.12 -1.70 1.41
N 1.51 -0.53 1.33
C 1.87 0.46 2.21
C 1.27 1.72 2.00
O 0.50 1.89 0.91
H 2.62 3.33 4.64
H 4.13 -1.24 4.08
H 3.54 -2.96 2.40
H 1.85 -2.46 0.69
N -2.54 0.07 -1.70
P -1.74 1.38 -0.98
C -1.47 2.57 -2.29
C -0.26 2.78 -2.95
C -0.19 3.67 -4.01
C -1.32 4.35 -4.42
C -2.54 4.15 -3.77
C -2.61 3.27 -2.70
C -2.88 2.14 0.15
C -4.04 1.49 0.57
C -4.88 2.11 1.48
C -4.55 3.36 1.99
C -3.39 4.00 1.57
C -2.55 3.40 0.65
C -2.00 -1.19 -1.72
C -2.63 -2.23 -2.41
C -2.09 -3.49 -2.36
C -0.93 -3.71 -1.63
C -0.36 -2.65 -0.98
N -0.86 -1.39 -1.03
H -3.34 0.23 -2.29
H 0.62 2.24 -2.64
H 0.75 3.83 -4.51
H -1.27 5.05 -5.25
H -3.42 4.69 -4.09
H -3.56 3.15 -2.18
H -4.31 0.51 0.18
H -5.78 1.61 1.80
H -5.20 3.84 2.70
H -3.14 4.98 1.96
H -1.65 3.90 0.33
H -3.54 -2.03 -2.96
H -2.57 -4.31 -2.89
H -0.48 -4.69 -1.55
H 0.54 -2.78 -0.41
F 4.65 1.28 -5.17
C 5.07 1.10 -3.91
F 5.83 0.00 -3.88
F 5.81 2.15 -3.56
C 3.87 0.92 -3.00
C 3.61 1.81 -1.97
C 2.49 1.60 -1.19
N 1.66 0.58 -1.39
C 1.92 -0.29 -2.38
C 3.02 -0.15 -3.21
H 4.26 2.66 -1.78
H 2.23 2.28 -0.38
H 1.23 -1.11 -2.51
H 3.19 -0.86 -4.00
Cl -1.56 0.72 2.86
C -1.39 -0.35 1.48
H -2.38 -0.51 1.05
H -1.00 -1.30 1.84

Its frontier orbital gap is 6.88 eV. As for the total charge: +2. Its HOMO energy is -0.4737 Ha. For the total energy, the calculation gives -3382.24231 Ha.

=====

(3)
Below is C33H25GeMnN4O6SSe as an isolated structure, with properties calculated with ωB97M-V/def2-TZVPD.

CARTESIAN COORDINATES (ANGSTROEM)
Mn 1.21 -2.00 -2.30
S 6.98 -1.47 2.62
N 7.00 -1.36 1.00
C 5.77 -1.58 0.59
C 5.33 -1.59 -0.78
C 6.18 -1.40 -1.87
C 5.66 -1.46 -3.14
C 4.29 -1.69 -3.30
N 3.47 -1.85 -2.28
C 3.96 -1.81 -1.03
C 3.04 -2.07 0.05
N 1.76 -2.30 -0.29
C 0.89 -2.65 0.65
C 1.23 -2.73 2.00
C 2.53 -2.43 2.37
C 3.46 -2.11 1.39
C 4.85 -1.83 1.66
N 5.41 -1.81 2.85
H 7.23 -1.23 -1.69
H 6.29 -1.33 -4.01
H 3.85 -1.74 -4.28
H -0.11 -2.87 0.31
H 0.48 -3.00 2.73
H 2.83 -2.45 3.41
O 1.20 2.08 -1.91
C 0.64 1.00 -2.10
O 1.24 -0.14 -2.01
C -0.84 0.95 -2.50
C -1.70 0.18 -1.49
Ge -2.13 1.21 0.14
C -3.50 2.58 -0.26
C -3.99 2.76 -1.55
C -5.01 3.67 -1.81
C -5.57 4.40 -0.77
C -5.10 4.23 0.52
C -4.07 3.32 0.77
C -0.56 2.04 0.97
C -0.56 3.37 1.36
C 0.54 3.94 1.98
C 1.67 3.16 2.22
C 1.70 1.84 1.82
C 0.59 1.28 1.20
C -3.00 -0.01 1.43
C -4.39 -0.09 1.51
C -5.00 -1.03 2.33
C -4.23 -1.91 3.07
C -2.84 -1.83 3.01
C -2.24 -0.88 2.20
H -0.87 0.44 -3.47
H -1.18 1.97 -2.62
H -1.22 -0.75 -1.19
H -2.65 -0.12 -1.95
H -3.56 2.19 -2.37
H -5.38 3.79 -2.82
H -6.37 5.10 -0.97
H -5.53 4.80 1.34
H -3.72 3.18 1.79
H -1.44 3.98 1.17
H 0.53 4.98 2.28
H 2.53 3.60 2.71
H 2.58 1.23 1.98
H 0.64 0.25 0.85
H -4.99 0.60 0.93
H -6.08 -1.07 2.38
H -4.70 -2.66 3.69
H -2.24 -2.52 3.59
H -1.16 -0.81 2.17
O -0.83 -4.59 -4.46
Se -0.41 -3.58 -3.30
O 1.12 -3.86 -2.64
O -0.08 -2.02 -3.83
O -1.44 -3.50 -2.07

The multiplicity is 2. Its frontier orbital gap (alpha / beta) is 6.13 / 5.50 eV. As for the total charge: -1. Its HOMO energy (alpha / beta) is -0.1898 / -0.1666 Ha. For the total energy, the calculation gives -7970.60395 Ha.

=====

(4)
Below is C33H25N8OSTi as an isolated structure, with properties calculated with ωB97M-V/def2-TZVPD.

CARTESIAN COORDINATES (ANGSTROEM)
Ti 1.15 -1.33 -2.56
N 2.89 -4.61 -1.02
C 2.03 -3.82 -1.68
S 2.65 -3.06 -3.17
N 0.83 -3.63 -1.17
N 0.07 -2.80 -2.02
C -0.90 -3.22 -2.73
C -1.58 -4.50 -2.54
C -1.84 -4.94 -1.24
C -2.48 -6.15 -1.04
C -2.84 -6.93 -2.13
C -2.57 -6.51 -3.42
C -1.95 -5.29 -3.63
C -1.12 -2.34 -3.93
C -2.21 -2.38 -4.75
C -2.20 -1.65 -5.93
C -1.09 -0.90 -6.26
C -0.04 -0.86 -5.36
N -0.05 -1.55 -4.22
H 3.73 -4.91 -1.48
H 2.54 -5.18 -0.26
H -1.55 -4.33 -0.40
H -2.69 -6.49 -0.03
H -3.34 -7.88 -1.97
H -2.85 -7.13 -4.27
H -1.72 -4.97 -4.64
H -3.06 -2.99 -4.47
H -3.05 -1.68 -6.60
H -1.04 -0.34 -7.19
H 0.83 -0.25 -5.56
C 0.40 6.88 8.33
O -0.49 6.88 7.20
C -0.24 6.01 6.21
C 0.82 5.11 6.22
C 0.99 4.25 5.14
C 0.12 4.27 4.06
C -0.94 5.18 4.07
C -1.12 6.04 5.12
C 0.29 3.37 2.92
N -0.49 3.30 1.86
C 0.07 2.32 1.08
C 1.18 1.79 1.65
N 1.32 2.47 2.84
C 1.98 0.78 1.02
C 3.18 0.26 1.52
C 3.90 -0.64 0.79
C 3.40 -1.06 -0.45
N 2.25 -0.61 -0.93
C 1.53 0.32 -0.22
C 0.33 0.85 -0.82
N -0.04 0.36 -2.06
C -1.10 0.90 -2.65
C -1.86 1.92 -2.08
C -1.50 2.40 -0.85
C -0.38 1.86 -0.20
H 0.03 7.64 9.00
H 1.42 7.13 8.02
H 0.39 5.91 8.83
H 1.52 5.08 7.05
H 1.83 3.56 5.18
H -1.62 5.20 3.22
H -1.94 6.75 5.14
H 2.04 2.35 3.53
H 3.56 0.58 2.48
H 4.84 -1.04 1.14
H 3.93 -1.77 -1.06
H -1.37 0.50 -3.61
H -2.71 2.32 -2.62
H -2.06 3.19 -0.36

The multiplicity is 2. Its frontier orbital gap (alpha / beta) is 5.17 / 5.15 eV. As for the total charge: +2. Its HOMO energy (alpha / beta) is -0.4399 / -0.4399 Ha. For the total energy, the calculation gives -3033.12628 Ha.

=====

Number 2 is which compound?
C33H25ClF3I2N4OPPt

=====

total charge of number 4 (C33H25N8OSTi)?
+2